Entry 1:
{
  "formula": "C21H41MoO3P3",
  "method": "ωB97M-V/def2-TZVPD",
  "symbols": ["P", "C", "H", "H", "H", "C", "H", "H", "H", "C", "H", "H", "H", "P", "C", "H", "H", "H", "C", "H", "H", "H", "C", "H", "H", "H", "P", "C", "H", "H", "H", "C", "H", "H", "H", "C", "H", "H", "H", "Mo", "C", "O", "C", "O", "C", "C", "C", "C", "C", "C", "H", "H", "H", "H", "H", "H", "C", "C", "C", "O", "C", "H", "H", "H", "H", "H", "H", "H", "H"],
  "xyz": [[-1.25, 3.33, 0.60], [-2.42, 3.28, 1.94], [-2.77, 4.28, 2.21], [-1.98, 2.80, 2.83], [-3.29, 2.68, 1.64], [0.42, 3.78, 1.09], [1.11, 3.75, 0.24], [0.80, 3.09, 1.87], [0.46, 4.80, 1.51], [-1.71, 4.30, -0.84], [-1.76, 5.37, -0.61], [-2.70, 3.99, -1.20], [-0.98, 4.17, -1.65], [-1.45, -1.56, -3.29], [-2.92, -1.92, -2.34], [-3.56, -2.61, -2.88], [-3.44, -0.98, -2.14], [-2.60, -2.35, -1.39], [-1.92, -0.71, -4.82], [-1.01, -0.46, -5.40], [-2.42, 0.23, -4.56], [-2.58, -1.33, -5.43], [-0.71, -3.12, -3.85], [-1.37, -3.62, -4.57], [-0.55, -3.77, -2.98], [0.26, -2.92, -4.33], [2.04, -2.54, 1.74], [1.08, -3.45, 2.89], [1.73, -3.79, 3.71], [0.63, -4.34, 2.41], [0.26, -2.84, 3.31], [3.26, -3.39, 0.75], [4.02, -3.82, 1.42], [3.73, -2.70, 0.05], [2.77, -4.19, 0.18], [2.75, -1.00, 2.32], [3.51, -1.23, 3.08], [1.96, -0.37, 2.77], [3.21, -0.46, 1.49], [1.47, 0.32, -2.33], [-1.13, 1.55, 0.02], [-1.26, 0.43, -0.13], [0.92, -1.88, 0.41], [-0.15, -1.78, -0.02], [3.23, -0.42, -3.15], [3.48, 0.29, -1.94], [2.94, 1.62, -1.77], [2.13, 2.19, -2.80], [1.88, 1.46, -4.00], [2.43, 0.16, -4.17], [3.63, -1.41, -3.29], [4.02, -0.21, -1.14], [3.02, 2.09, -0.79], [1.57, 3.10, -2.61], [1.20, 1.83, -4.75], [2.25, -0.41, -5.07], [-2.80, -0.01, 3.95], [-1.66, 0.62, 4.75], [-0.40, 0.44, 3.90], [-0.75, -0.29, 2.70], [-2.11, -0.76, 2.81], [-3.40, -0.70, 4.56], [-3.47, 0.76, 3.55], [-1.53, 0.10, 5.71], [-1.85, 1.68, 4.97], [0.03, 1.41, 3.60], [0.37, -0.12, 4.44], [-2.10, -1.85, 3.00], [-2.59, -0.60, 1.83]],
  "mulliken_spin": [0.007, 0.003, 0.001, 0.000, 0.000, 0.003, 0.000, -0.002, 0.000, 0.001, 0.000, 0.000, 0.000, -0.023, -0.007, 0.001, -0.002, 0.003, 0.002, 0.001, 0.001, 0.000, -0.001, -0.001, 0.002, 0.001, 0.126, 0.031, 0.014, 0.000, 0.000, 0.011, -0.001, -0.002, -0.001, 0.063, -0.001, -0.022, -0.015, 1.088, 0.017, 0.027, 0.477, 0.246, -0.007, -0.020, -0.027, -0.027, -0.007, -0.006, 0.006, 0.006, 0.003, 0.002, 0.010, 0.006, 0.001, 0.000, 0.003, 0.011, 0.001, 0.000, 0.000, 0.000, 0.000, 0.000, 0.000, -0.002, -0.001],
  "total_charge": 4,
  "multiplicity": 3,
  "orbital_gap_ev": [3.49, 3.83],
  "relative_energy_kcal_mol": 43.77,
  "lumo_energy_ev": [-14.95, -14.80]
}


Entry 2:
{
  "formula": "C48H128O48S16",
  "method": "ωB97M-V/def2-TZVPD",
  "symbols": ["O", "S", "O", "O", "C", "C", "C", "H", "H", "H", "H", "H", "H", "H", "H", "O", "S", "O", "O", "C", "C", "C", "H", "H", "H", "H", "H", "H", "H", "H", "O", "S", "O", "O", "C", "C", "C", "H", "H", "H", "H", "H", "H", "H", "H", "O", "S", "O", "O", "C", "C", "C", "H", "H", "H", "H", "H", "H", "H", "H", "O", "S", "O", "O", "C", "C", "C", "H", "H", "H", "H", "H", "H", "H", "H", "O", "S", "O", "O", "C", "C", "C", "H", "H", "H", "H", "H", "H", "H", "H", "O", "S", "O", "O", "C", "C", "C", "H", "H", "H", "H", "H", "H", "H", "H", "O", "S", "O", "O", "C", "C", "C", "H", "H", "H", "H", "H", "H", "H", "H", "O", "S", "O", "O", "C", "C", "C", "H", "H", "H", "H", "H", "H", "H", "H", "O", "S", "O", "O", "C", "C", "C", "H", "H", "H", "H", "H", "H", "H", "H", "O", "S", "O", "O", "C", "C", "C", "H", "H", "H", "H", "H", "H", "H", "H", "O", "S", "O", "O", "C", "C", "C", "H", "H", "H", "H", "H", "H", "H", "H", "O", "S", "O", "O", "C", "C", "C", "H", "H", "H", "H", "H", "H", "H", "H", "O", "S", "O", "O", "C", "C", "C", "H", "H", "H", "H", "H", "H", "H", "H", "O", "S", "O", "O", "C", "C", "C", "H", "H", "H", "H", "H", "H", "H", "H", "O", "S", "O", "O", "C", "C", "C", "H", "H", "H", "H", "H", "H", "H", "H"],
  "xyz": [[1.43, -7.14, 0.64], [1.05, -5.76, 0.34], [1.98, -4.90, -0.28], [-0.35, -5.69, -0.57], [-0.31, -6.05, -1.92], [0.00, -7.52, -1.93], [0.36, -5.00, 1.84], [0.42, -5.48, -2.50], [-1.20, -5.79, -2.48], [0.98, -7.83, -1.57], [-0.14, -7.82, -2.97], [-0.74, -7.98, -1.29], [1.18, -4.83, 2.54], [-0.41, -5.65, 2.26], [-0.03, -4.04, 1.53], [2.64, -1.27, -1.79], [2.74, -1.90, -3.11], [1.63, -1.69, -4.07], [4.23, -1.53, -3.78], [4.46, -1.75, -5.19], [5.52, -2.82, -5.48], [2.92, -3.72, -2.98], [4.78, -0.78, -5.58], [3.46, -1.85, -5.62], [6.43, -2.68, -4.89], [5.96, -2.71, -6.48], [5.21, -3.81, -5.15], [1.91, -3.92, -2.63], [3.63, -3.98, -2.19], [3.16, -4.24, -3.91], [-2.61, 1.60, -4.26], [-3.99, 2.14, -4.51], [-5.15, 1.45, -3.96], [-4.04, 3.76, -3.92], [-2.91, 4.57, -4.25], [-3.14, 5.99, -3.59], [-4.25, 2.37, -6.31], [-2.89, 4.79, -5.32], [-1.92, 4.19, -4.01], [-4.01, 6.53, -3.96], [-2.28, 6.60, -3.89], [-3.10, 5.94, -2.50], [-3.25, 2.50, -6.72], [-5.04, 3.10, -6.51], [-4.52, 1.35, -6.60], [-2.31, -0.75, 0.12], [-0.98, -0.23, -0.09], [-0.58, 1.04, 0.57], [0.13, -1.41, 0.47], [1.22, -1.03, 1.20], [0.82, -0.84, 2.63], [-0.63, -0.29, -1.94], [1.72, -0.18, 0.75], [1.91, -1.88, 1.21], [0.25, 0.08, 2.71], [1.67, -0.71, 3.30], [0.19, -1.68, 2.92], [-0.39, -1.30, -2.29], [0.12, 0.50, -2.02], [-1.59, 0.03, -2.33], [3.76, 0.56, 7.55], [2.32, 0.63, 7.61], [1.56, -0.45, 8.30], [1.95, 2.10, 8.21], [0.63, 2.37, 8.47], [0.55, 3.71, 9.30], [1.60, 0.74, 5.97], [0.15, 1.57, 9.04], [0.15, 2.53, 7.51], [0.75, 4.60, 8.70], [1.33, 3.62, 10.06], [-0.40, 3.96, 9.76], [1.89, -0.09, 5.33], [2.04, 1.70, 5.69], [0.53, 0.72, 6.18], [-2.60, 7.20, -0.67], [-1.17, 7.06, -0.54], [-0.50, 7.06, 0.79], [-0.69, 5.79, -1.50], [0.26, 4.89, -0.92], [0.60, 3.82, -1.96], [-0.33, 8.23, -1.55], [-0.22, 4.33, -0.12], [1.17, 5.35, -0.55], [1.06, 2.92, -1.54], [1.29, 4.24, -2.69], [-0.38, 3.58, -2.38], [-0.49, 9.21, -1.11], [-0.82, 8.33, -2.52], [0.73, 8.00, -1.68], [4.24, -0.55, 3.60], [5.69, -0.36, 3.57], [6.46, -0.75, 2.35], [6.07, 1.24, 4.05], [7.42, 1.56, 4.43], [7.47, 1.82, 5.95], [6.37, -1.32, 4.99], [7.51, 2.44, 3.80], [8.25, 0.90, 4.17], [7.41, 2.87, 6.25], [8.31, 1.29, 6.41], [6.65, 1.25, 6.38], [5.76, -1.04, 5.85], [7.40, -1.06, 5.25], [6.25, -2.39, 4.84], [-0.90, 3.06, -6.38], [-0.07, 1.91, -6.67], [-0.64, 0.66, -7.18], [1.26, 2.40, -7.58], [1.74, 1.53, -8.53], [3.07, 2.04, -8.98], [0.91, 1.44, -5.17], [1.09, 1.18, -9.34], [1.77, 0.56, -8.03], [3.77, 2.28, -8.18], [2.94, 2.86, -9.68], [3.62, 1.24, -9.47], [0.28, 0.85, -4.50], [1.12, 2.39, -4.68], [1.75, 0.82, -5.48], [-1.23, 1.14, 4.55], [-1.96, 2.40, 4.52], [-3.36, 2.50, 4.98], [-1.03, 3.55, 5.24], [-1.41, 4.90, 5.26], [-0.99, 5.51, 6.60], [-1.71, 3.04, 2.80], [-2.48, 5.00, 5.05], [-0.95, 5.33, 4.37], [0.07, 5.29, 6.69], [-1.59, 5.14, 7.43], [-1.29, 6.55, 6.65], [-2.10, 2.22, 2.20], [-0.64, 3.16, 2.67], [-2.28, 3.95, 2.62], [3.59, -6.24, 3.22], [5.07, -6.21, 3.11], [5.92, -7.37, 2.89], [5.57, -5.06, 2.09], [4.63, -3.99, 1.78], [4.96, -3.24, 0.52], [5.65, -5.34, 4.59], [4.68, -3.35, 2.66], [3.58, -4.26, 1.69], [6.01, -3.15, 0.23], [4.45, -2.28, 0.63], [4.41, -3.70, -0.30], [5.58, -5.97, 5.48], [5.03, -4.45, 4.69], [6.70, -5.16, 4.37], [-6.52, 4.02, 1.00], [-5.35, 4.89, 1.32], [-4.94, 5.19, 2.71], [-3.98, 4.32, 0.57], [-4.09, 3.76, -0.72], [-3.92, 2.28, -0.67], [-5.57, 6.57, 0.45], [-3.33, 4.25, -1.32], [-5.03, 4.06, -1.17], [-3.86, 1.78, -1.63], [-4.75, 1.80, -0.15], [-3.04, 1.91, -0.13], [-5.44, 6.53, -0.63], [-4.80, 7.17, 0.92], [-6.57, 6.81, 0.80], [3.50, 2.81, -4.71], [4.32, 3.05, -3.54], [4.66, 4.40, -3.11], [3.67, 2.17, -2.22], [4.22, 2.36, -0.92], [4.92, 1.12, -0.42], [5.96, 2.13, -3.74], [3.48, 2.54, -0.13], [4.84, 3.25, -0.84], [5.50, 1.32, 0.48], [5.48, 0.68, -1.24], [4.22, 0.30, -0.21], [5.69, 1.09, -3.95], [6.56, 2.23, -2.84], [6.60, 2.40, -4.58], [-8.59, -2.41, -3.73], [-7.45, -2.17, -2.86], [-7.19, -3.01, -1.70], [-6.07, -2.15, -3.81], [-4.83, -2.08, -3.15], [-3.91, -1.75, -4.30], [-7.58, -0.38, -2.32], [-4.53, -3.03, -2.72], [-4.72, -1.24, -2.46], [-2.92, -1.65, -3.87], [-4.26, -0.85, -4.81], [-3.72, -2.62, -4.94], [-6.65, -0.27, -1.75], [-8.48, -0.35, -1.71], [-7.56, 0.23, -3.22], [-1.09, -3.52, -3.86], [-1.00, -3.93, -5.26], [0.06, -4.89, -5.62], [-2.49, -4.60, -5.79], [-3.07, -5.67, -5.11], [-4.52, -5.87, -5.57], [-0.84, -2.40, -6.36], [-3.12, -5.35, -4.07], [-2.52, -6.60, -5.27], [-5.18, -5.03, -5.37], [-5.07, -6.64, -5.03], [-4.48, -6.21, -6.61], [-1.77, -1.83, -6.27], [-0.60, -2.79, -7.35], [-0.17, -1.77, -5.78], [2.71, -3.02, 5.43], [1.62, -3.77, 6.03], [1.18, -3.46, 7.42], [0.31, -3.53, 4.98], [-0.99, -4.04, 5.45], [-1.96, -4.08, 4.37], [1.80, -5.66, 5.88], [-1.23, -3.33, 6.24], [-0.84, -5.03, 5.87], [-1.91, -3.24, 3.67], [-2.88, -4.17, 4.95], [-2.00, -5.00, 3.79], [1.05, -6.07, 6.55], [2.79, -6.02, 6.13], [1.51, -5.90, 4.85], [-6.65, 0.60, 0.64], [-7.11, 0.52, 2.03], [-8.46, 0.18, 2.41], [-6.13, -0.67, 2.66], [-4.77, -0.66, 2.39], [-4.00, -1.12, 3.64], [-6.50, 1.92, 3.09], [-4.36, 0.25, 1.94], [-4.66, -1.25, 1.48], [-4.50, -2.03, 3.97], [-4.01, -0.31, 4.37], [-2.96, -1.33, 3.41], [-7.21, 2.75, 3.07], [-5.52, 2.24, 2.77], [-6.30, 1.56, 4.10]],
  "lowdin_charge": [-0.291, 0.661, -0.275, -0.248, -0.304, -0.073, -0.084, 0.090, 0.107, 0.071, 0.082, 0.092, 0.056, 0.069, 0.062, -0.280, 0.701, -0.328, -0.285, -0.261, -0.050, -0.076, 0.108, 0.103, 0.076, 0.081, 0.069, 0.038, 0.051, 0.077, -0.333, 0.720, -0.301, -0.264, -0.265, -0.047, -0.079, 0.105, 0.094, 0.083, 0.072, 0.020, 0.042, 0.083, 0.069, -0.280, 0.721, -0.327, -0.253, -0.348, -0.051, -0.059, 0.115, 0.118, 0.058, 0.055, 0.078, 0.056, 0.052, 0.041, -0.296, 0.659, -0.313, -0.255, -0.285, -0.044, -0.101, 0.121, 0.095, 0.048, 0.076, 0.074, 0.053, 0.082, 0.051, -0.288, 0.669, -0.293, -0.281, -0.263, -0.047, -0.125, 0.113, 0.124, 0.072, 0.079, 0.072, 0.075, 0.069, 0.084, -0.302, 0.710, -0.327, -0.276, -0.282, -0.054, -0.087, 0.119, 0.115, 0.080, 0.073, 0.065, 0.066, 0.064, 0.051, -0.295, 0.712, -0.312, -0.244, -0.352, -0.059, -0.085, 0.125, 0.102, 0.082, 0.086, 0.081, 0.048, 0.045, 0.060, -0.299, 0.676, -0.295, -0.295, -0.288, -0.050, -0.089, 0.117, 0.119, 0.075, 0.081, 0.082, 0.042, 0.078, 0.055, -0.319, 0.666, -0.275, -0.247, -0.256, -0.046, -0.115, 0.100, 0.093, 0.094, 0.072, 0.044, 0.071, 0.039, 0.070, -0.317, 0.725, -0.315, -0.277, -0.283, -0.033, -0.071, 0.095, 0.121, 0.060, 0.064, 0.053, 0.060, 0.051, 0.061, -0.297, 0.702, -0.305, -0.267, -0.295, -0.059, -0.082, 0.117, 0.113, 0.080, 0.072, 0.058, 0.043, 0.064, 0.067, -0.310, 0.679, -0.301, -0.263, -0.287, -0.072, -0.082, 0.127, 0.117, 0.062, 0.068, 0.059, 0.031, 0.073, 0.059, -0.322, 0.712, -0.323, -0.283, -0.307, -0.054, -0.062, 0.106, 0.123, 0.077, 0.081, 0.080, 0.053, 0.077, 0.038, -0.310, 0.702, -0.311, -0.301, -0.267, -0.076, -0.076, 0.126, 0.111, 0.074, 0.096, 0.075, 0.055, 0.060, 0.045, -0.310, 0.699, -0.276, -0.265, -0.323, -0.031, -0.097, 0.095, 0.112, 0.080, 0.069, 0.059, 0.063, 0.039, 0.074],
  "multiplicity": 1,
  "orbital_gap_ev": 10.01,
  "relative_energy_kcal_mol": 168.18,
  "lumo_energy_ev": -0.10
}


Entry 3:
{
  "formula": "C4H15N3O",
  "method": "ωB97M-V/def2-TZVPD",
  "symbols": ["N", "C", "C", "N", "C", "C", "N", "H", "H", "H", "H", "H", "H", "H", "H", "H", "H", "H", "H", "H", "O", "H", "H"],
  "xyz": [[-1.55, 0.56, 1.13], [-1.91, -0.57, 0.22], [-0.90, -1.25, -0.70], [-0.32, -0.51, -1.85], [0.92, 0.28, -1.68], [0.90, 1.62, -0.89], [1.63, 1.51, 0.35], [-1.11, 0.25, 1.99], [-0.79, 0.95, 0.58], [-2.83, -0.23, -0.26], [-2.27, -1.39, 0.85], [-0.09, -1.58, -0.04], [-1.41, -2.09, -1.15], [-1.07, 0.11, -2.12], [1.19, 0.45, -2.72], [1.69, -0.39, -1.33], [-0.15, 1.95, -0.85], [1.25, 2.32, -1.64], [1.03, 1.26, 1.12], [2.29, 2.23, 0.59], [0.83, -1.63, 2.71], [1.03, -2.15, 3.49], [1.65, -1.71, 2.20]],
  "nbo_charge": [-0.830, -0.250, -0.245, -0.624, -0.233, -0.271, -0.862, 0.362, 0.333, 0.181, 0.194, 0.190, 0.199, 0.339, 0.192, 0.200, 0.174, 0.209, 0.366, 0.376, -0.942, 0.470, 0.473],
  "smiles": "NCCNCCN.O",
  "multiplicity": 1,
  "orbital_gap_ev": 9.02,
  "relative_energy_kcal_mol": 40.01,
  "lumo_energy_ev": 0.64
}


Entry 4:
{
  "formula": "C5H4N2O",
  "method": "ωB97M-V/def2-TZVPD",
  "symbols": ["C", "C", "C", "C", "C", "N", "N", "O", "H", "H", "H", "H"],
  "xyz": [[-1.64, 1.94, 0.77], [0.87, 1.23, 0.86], [1.58, 0.15, 0.52], [-0.50, 1.52, 1.00], [0.04, -1.51, -0.63], [-2.80, 2.38, 0.74], [-0.81, -2.09, -1.26], [1.04, -0.96, -0.24], [1.64, 1.96, 1.24], [2.65, 0.09, 0.52], [-1.74, -2.09, -0.84], [-3.44, 1.75, 0.28]],
  "mulliken_spin": [0.019, -0.071, 0.356, 0.398, 0.629, 0.399, 0.156, 0.019, 0.004, 0.007, 0.094, -0.009],
  "multiplicity": 3,
  "orbital_gap_ev": [5.76, 7.28],
  "relative_energy_kcal_mol": 54.56,
  "lumo_energy_ev": [0.49, -1.99]
}